The following is a DFT calculation (the ωB97M-V functional and the def2-TZVPD basis) of a structure of composition C40H33GeN4OPTc in a non-equilibrium geometry.

Summary:
Spin multiplicity: 2
Expectation value of S²: 0.77
HOMO energy (spin up / spin down) in eV: -4.920 / -7.063

Last column: Mulliken spin population.
Atoms and positions in Å:
H1 -1.456 -2.024 -5.516  -0.001
H2 -2.077 2.263 1.410  -0.001
H3 2.131 1.118 4.348  0.008
C1 -2.299 2.086 0.357  0.009
N1 3.568 -0.055 -1.001  -0.001
C2 -0.776 -3.553 0.914  0.010
P1 0.517 1.988 -0.083  -0.071
C3 0.138 -0.934 -0.256  0.167
C4 1.270 1.563 2.449  -0.070
H4 -0.001 -3.990 -5.955  0.000
H5 0.918 -5.307 -4.063  -0.001
C5 0.259 4.545 -1.281  0.001
N2 5.452 0.340 2.290  0.005
C6 0.555 2.448 1.708  0.085
N3 5.847 0.074 -0.002  -0.001
C7 -1.063 -2.606 -4.687  0.003
O1 2.573 -0.525 2.249  0.133
H6 5.862 0.379 3.211  -0.001
H7 0.126 -5.818 3.965  0.000
C8 -1.372 -2.243 -3.373  0.001
C9 1.045 3.003 4.376  -0.020
H8 -3.116 1.390 -3.362  0.000
C10 1.539 1.832 3.781  0.074
C11 -0.717 -4.950 0.781  -0.015
C12 6.230 0.226 1.272  0.003
H9 -4.965 1.637 -1.721  0.000
H10 2.547 6.746 -2.509  0.000
H11 -0.761 1.589 -2.622  0.003
H12 0.389 -4.668 -1.730  0.000
H13 -0.096 4.790 4.089  0.005
H14 -6.029 -2.298 -1.911  0.000
H15 -5.158 -0.298 1.803  0.000
C13 -3.635 1.980 -0.066  0.000
Ge1 -1.180 -2.332 -0.523  -0.092
H16 4.080 4.918 -1.825  0.000
C14 4.611 -0.006 -0.466  0.025
C15 -3.930 1.733 -1.398  0.000
C16 -5.311 -1.966 -1.167  0.000
H17 -6.798 -1.037 0.088  0.000
H18 -3.628 -2.816 -2.209  0.001
C17 1.112 3.512 -0.894  -0.022
H19 -0.483 4.320 1.669  -0.003
H20 -0.930 -5.418 -0.183  -0.001
C18 2.489 3.656 -1.092  0.021
C19 0.075 3.612 2.278  -0.042
C20 0.271 -4.451 -3.871  0.002
C21 -3.015 -1.834 -0.376  -0.005
C22 -0.244 -3.712 -4.934  0.002
C23 -0.870 -2.990 -2.294  0.034
C24 -3.952 -2.256 -1.333  0.003
C25 -1.254 1.963 -0.563  -0.006
H21 -4.447 2.078 0.661  0.000
H22 0.106 6.507 -2.158  0.000
H23 -2.751 -0.802 1.519  -0.011
H24 -0.815 4.444 -1.141  0.000
N4 7.539 0.346 1.473  0.001
C26 0.301 3.887 3.633  0.051
C27 -1.562 1.710 -1.906  0.009
H25 0.004 -3.348 4.239  0.000
H26 -1.996 -1.363 -3.192  0.001
C28 -0.504 -2.983 2.174  0.004
C29 -2.890 1.595 -2.320  0.000
C30 -0.195 -3.798 3.270  0.007
H27 -0.346 -6.843 1.750  0.000
C31 3.006 4.818 -1.669  0.016
Tc1 1.605 -0.036 -0.194  0.448
C32 -5.743 -1.258 -0.042  0.001
H28 4.408 0.112 2.229  0.011
C33 -3.465 -1.129 0.755  0.020
C34 -4.820 -0.843 0.920  0.003
C35 2.148 5.842 -2.054  0.001
C36 -0.393 -5.759 1.872  0.001
C37 1.771 0.313 1.720  0.171
H29 3.157 2.845 -0.798  0.028
H30 1.251 3.217 5.420  0.000
H31 8.119 0.130 0.686  0.000
C38 -0.037 -4.092 -2.556  -0.008
C39 0.777 5.708 -1.859  0.001
H32 -0.501 -1.901 2.296  0.003
H33 7.917 0.166 2.382  0.000
C40 -0.133 -5.186 3.117  0.000



The following is a DFT calculation (the ωB97M-V functional and the def2-TZVPD basis) of a structure of composition C40H33MoN5O7.

Summary:
Net charge: +2
HOMO energy in eV: -12.900

Last column: Mulliken charge in e.
Atoms and positions in Å:
C1 -2.670 -1.318 3.795  -0.822
O1 -2.412 2.046 1.212  -0.562
C2 4.202 -1.000 -2.769  -0.800
C3 3.591 2.645 -0.338  -0.889
O2 -1.209 0.809 -0.209  -0.190
H1 3.727 3.233 -1.236  0.504
H2 -4.372 -1.865 -0.384  0.399
H3 5.684 2.577 0.115  0.473
N1 -1.195 -1.901 0.464  1.428
O3 0.637 2.506 3.427  -0.550
H4 1.171 -4.594 -1.276  0.445
C4 3.240 1.236 2.049  1.295
C5 2.899 -0.676 -2.437  -0.848
C6 -2.453 1.881 -2.406  -0.319
H5 4.561 -0.814 -3.772  0.498
H6 0.131 -4.634 0.146  0.349
H7 -1.756 1.061 -2.497  0.517
O4 -4.595 4.119 -4.315  -0.485
C7 -1.909 -1.334 2.648  0.564
C8 1.139 2.793 -0.766  -1.305
C9 -3.715 3.421 -0.970  -1.121
C10 -2.020 -2.315 1.526  -0.472
C11 -0.560 -3.346 -1.419  1.164
C12 -3.925 3.444 -3.372  1.029
C13 3.292 -1.500 -0.170  0.670
C14 -3.027 2.416 -3.556  -1.508
C15 4.601 -1.814 -0.535  -0.977
C16 -0.797 -3.749 -2.724  -1.215
H8 -3.644 -2.044 -3.387  0.538
C17 2.726 -1.854 1.126  0.238
C18 -3.672 -1.174 -0.859  -1.513
H9 4.317 -2.936 1.956  0.208
H10 0.423 -2.315 3.312  0.480
H11 1.448 3.650 -1.360  0.689
H12 0.763 2.041 -1.464  0.222
C19 -4.261 3.932 -2.108  0.555
H13 2.803 -3.497 3.911  0.478
C20 -2.469 -0.274 4.697  -0.845
N2 3.371 -2.602 2.039  0.050
H14 -6.477 4.829 -3.827  0.273
C21 -1.523 0.709 4.427  -0.792
H15 3.103 1.378 4.171  0.412
C22 -2.195 1.819 0.061  0.361
C23 -1.438 -2.410 -0.860  -0.048
N3 0.841 1.090 1.613  1.257
C24 2.304 2.298 0.049  1.176
C25 -2.770 -2.381 -2.846  -1.096
H16 -3.309 -0.508 -0.080  -0.026
C26 2.479 -0.926 -1.143  0.067
C27 -2.585 -1.960 -1.534  1.489
H17 -4.233 -0.584 -1.582  0.501
H18 -2.788 2.051 -4.544  0.482
H19 -3.402 -2.098 3.957  0.666
H20 6.071 -1.804 -2.082  0.496
C28 -2.783 2.371 -1.142  0.695
H21 2.183 0.030 3.527  0.223
C29 -1.875 -3.253 -3.443  -1.037
C30 4.508 1.612 1.621  -0.803
H22 -2.036 -3.575 -4.463  0.475
C31 3.100 0.602 3.404  -1.848
H23 1.183 -3.253 -0.130  0.346
O5 1.216 -0.557 -0.787  0.302
C32 -5.433 5.071 -3.630  -0.238
C33 4.689 2.290 0.429  -1.081
H24 -3.055 -0.225 5.605  0.501
H25 5.360 1.385 2.249  0.521
C34 2.150 1.549 1.225  -0.196
O6 -2.741 -3.268 1.511  -0.550
N4 1.474 -1.645 1.542  1.888
H26 0.311 3.111 -0.132  0.097
H27 3.941 -0.061 3.607  0.546
C35 0.282 1.541 2.817  -0.581
H28 -1.340 1.543 5.090  0.647
C36 0.546 -3.984 -0.627  -1.156
H29 -0.134 -4.475 -3.177  0.480
C37 1.340 -2.302 2.753  -0.717
Mo1 -0.005 -0.339 0.517  -1.301
H30 -5.172 6.075 -3.961  0.274
H31 5.286 -2.255 0.178  0.490
C38 2.511 -2.903 3.065  -1.488
H32 2.219 -0.228 -3.147  0.584
N5 -0.995 -0.393 2.405  1.677
O7 -5.160 4.936 -2.232  -0.487
C39 -0.798 0.608 3.259  0.697
C40 5.052 -1.559 -1.817  -1.117
H33 -3.967 3.793 0.013  0.569



The following is a DFT calculation (the ωB97M-V functional and the def2-TZVPD basis) of a structure of composition C40H34ClN6O7Ti in a non-equilibrium geometry.

Summary:
Spin multiplicity: 3
Net charge: -1
Expectation value of S²: 2.03
HOMO energy (spin up / spin down) in eV: -2.733 / -5.334

Last column: Mulliken spin population.
Atoms and positions in Å:
C1 0.942 -1.656 -1.449  -0.015
H1 -5.936 1.530 0.206  0.000
H2 5.076 -4.828 2.616  0.000
C2 4.127 -1.775 3.713  0.000
H3 2.106 -1.021 3.641  0.000
H4 2.409 3.445 3.383  0.000
H5 2.500 1.175 2.708  0.001
C3 -1.792 -1.057 1.152  -0.003
C4 1.072 2.573 1.969  0.041
H6 -1.220 4.050 0.204  0.014
N1 -1.651 2.173 -1.397  -0.034
H7 0.412 -5.475 -0.850  0.000
C5 -4.864 1.190 -2.977  0.001
C6 4.961 -2.848 3.433  0.000
O1 -3.664 -3.639 1.866  0.000
H8 4.529 -0.875 4.164  0.000
H9 -3.475 -2.692 1.603  0.000
C7 -3.503 2.303 0.939  0.015
C8 -2.615 1.547 -4.010  0.007
C9 3.358 -1.902 -0.598  -0.001
C10 1.985 1.818 -2.264  0.189
H10 -1.447 -4.068 -1.705  0.000
H11 2.610 -4.422 -0.399  0.000
C11 -0.079 -3.977 2.617  0.000
C12 0.247 3.415 -2.111  0.200
C13 -5.739 1.187 -1.901  -0.001
H12 -5.219 0.917 -3.968  0.000
C14 -5.263 1.535 -0.648  0.002
H13 0.810 0.686 2.903  0.003
H14 -2.501 1.967 1.177  0.000
H15 -1.243 -1.259 -3.379  0.002
C15 -0.478 -3.624 -1.497  0.000
C16 0.990 4.334 -2.820  -0.152
C17 1.522 1.169 2.229  -0.027
H16 -1.580 1.366 -3.732  0.001
C18 -3.050 1.879 -1.533  0.010
H17 1.271 -0.433 1.161  -0.017
C19 -3.526 1.532 -2.809  -0.006
N2 0.107 2.718 1.049  0.013
C20 2.257 -2.993 2.838  0.000
C21 3.078 -4.067 2.547  0.000
H18 0.519 5.254 -3.146  -0.008
C22 2.306 4.011 -3.169  0.298
H19 -2.653 2.524 -4.501  -0.001
O2 -3.013 -1.176 1.187  0.010
C23 -0.387 3.951 0.881  0.040
N3 0.318 -1.891 1.977  0.001
H20 3.901 -2.624 0.017  0.000
C24 -3.930 1.889 -0.446  -0.017
N4 1.017 -0.242 -1.580  0.031
C25 -1.448 -1.486 -2.330  0.025
C26 -2.551 -4.282 2.146  0.000
H21 2.917 4.723 -3.714  0.032
C27 1.997 -2.450 -0.952  0.002
C28 2.078 0.312 -2.255  0.037
H22 -3.526 3.393 1.041  0.001
H23 -2.920 0.786 -4.733  0.000
C29 0.096 5.065 1.557  -0.006
C30 -1.242 3.368 -1.975  0.092
H24 -2.370 -2.068 -2.280  0.000
C31 1.612 3.631 2.674  0.000
O3 2.968 -0.268 -2.875  0.034
H25 -4.180 1.880 1.683  0.000
H26 3.293 -0.960 -0.054  0.003
Ti1 -0.159 1.121 -0.458  1.166
O4 -1.975 4.268 -2.382  0.061
H27 3.931 -1.695 -1.501  0.000
C32 1.781 -3.817 -0.761  0.000
C33 0.557 -4.412 -1.016  0.000
H28 6.020 -2.790 3.654  0.000
C34 1.123 4.909 2.455  0.027
C35 -0.946 -2.149 1.781  0.004
N5 0.854 -3.005 2.490  0.000
H29 -6.779 0.907 -2.037  0.000
O5 1.565 0.480 0.995  -0.017
H30 2.676 -4.945 2.063  0.000
H31 1.537 5.760 2.985  0.004
C36 -0.301 -2.264 -1.727  -0.009
C37 2.771 -1.848 3.421  0.000
O6 -1.166 -0.085 0.643  -0.029
C38 2.770 2.684 -2.963  -0.122
H32 -1.653 -0.540 -1.847  -0.009
H33 -0.341 6.034 1.353  -0.001
C39 4.431 -3.991 2.856  0.000
H34 3.689 2.321 -3.406  -0.006
Cl1 0.272 -5.487 3.320  0.000
O7 -2.535 -5.463 2.392  0.000
C40 -1.276 -3.485 2.152  0.002
N6 0.827 2.250 -1.682  0.110